C4H10NOS | the ωB97M-V functional and the def2-TZVPD basis

XYZ file:
```
17
Properties=species:S:1:pos:R:3:forces:R:3
C 1.7062 0.2584 -1.0704 -0.326 1.008 0.008
C -1.3216 1.5472 1.0231 3.816 2.524 -2.170
C 0.6151 -1.7181 -1.5092 1.617 -2.255 -2.457
C -0.3151 0.6098 1.5516 0.475 -0.261 0.852
N 0.7665 0.2466 0.9685 -0.785 -0.001 -0.067
O 0.7693 -0.3485 -1.6377 -1.429 2.269 -2.087
S 2.1986 1.8567 -1.4318 -0.931 0.066 -0.383
H -1.3352 2.4073 1.7116 0.012 -0.099 -0.199
H -0.9698 1.9635 -0.0455 -1.514 -1.141 2.249
H -2.2172 1.0685 1.1817 -2.504 -0.865 -0.572
H 1.6510 -2.2303 -1.7150 -2.172 0.651 0.373
H -0.1858 -2.0189 -2.2193 0.951 0.113 0.262
H 0.2504 -1.8896 -0.5644 -0.605 -0.777 2.408
H -0.6659 0.3049 2.5752 0.990 -0.460 -0.711
H 1.0592 2.2244 -2.1380 0.813 -0.432 0.533
H 1.3208 -0.4810 1.4044 -0.155 0.162 0.826
H 2.4030 -0.3996 -0.6644 1.746 -0.504 1.134
```
Forces are in eV/Å.

Results
Highest occupied orbital energy, eV: -14.3
Total charge: +1
Energy relative to the best compared isomer or geometry (same formula, charge and spin), kcal/mol: 79.57
E_LUMO, eV: -4.15
Multiplicity: 1

***

C4H10NOS | the ωB97M-V functional and the def2-TZVPD basis

XYZ file:
```
17
Properties=species:S:1:pos:R:3:forces:R:3
C -0.3216 -1.5109 0.6627 -2.851 -4.317 1.464
C -1.2235 -0.5396 1.5600 -1.629 -0.741 -2.729
C -0.7622 0.5208 -1.8259 2.099 2.656 1.925
C 1.8827 1.1319 -0.2600 -2.319 1.585 -0.310
N 0.6139 0.4049 0.0690 -1.404 -0.412 -3.073
O 0.8549 -0.9601 0.3159 2.019 2.026 -0.570
S -0.3562 1.0047 1.3679 0.196 0.888 1.031
H -0.0012 -2.4313 1.3443 -0.875 1.781 -1.571
H -0.9001 -1.9497 -0.2625 0.939 1.035 1.629
H -2.3116 -0.4311 1.1996 1.729 -0.122 -0.310
H -1.4564 -0.9911 2.4959 1.016 0.318 1.364
H -1.4887 0.8403 -1.0588 0.058 -0.509 -0.910
H -0.1875 1.4202 -2.2880 -1.074 -1.956 0.689
H -0.7777 -0.4307 -2.3347 0.012 -0.102 0.104
H 1.6611 2.1402 -0.7781 0.162 -1.754 0.958
H 2.3299 1.2779 0.6755 1.166 0.454 1.186
H 2.4443 0.5035 -0.8826 0.756 -0.830 -0.877
```
Forces are in eV/Å.

Results
Highest occupied orbital energy (spin up / spin down), eV: -13.5 / -13.4
Total charge: +1
Energy relative to the best compared isomer or geometry (same formula, charge and spin), kcal/mol: 151.40
E_LUMO (spin up / spin down), eV: -5.82 / -6.00
Multiplicity: 1

***

C4H10NP | the ωB97M-V functional and the def2-TZVPD basis

XYZ file:
```
16
Properties=species:S:1:pos:R:3:forces:R:3
C 1.1563 0.9800 -1.6257 -0.953 -2.134 3.200
C 0.0986 -2.3424 -0.0867 -0.958 -1.955 1.552
C 0.9756 1.5842 1.7248 -0.390 -2.054 1.041
C -2.0391 -0.3390 -0.3324 2.306 -0.048 2.918
N 0.4840 -0.0769 -1.4262 0.040 1.210 -2.961
P -0.2260 -0.7050 -0.0663 0.534 1.435 1.486
H 1.4023 1.3860 -2.5400 0.382 0.421 -2.284
H 1.5327 1.4512 -0.7457 0.453 1.015 0.573
H -0.5801 -2.9361 0.5708 -0.077 0.579 -0.664
H 1.0617 -2.7682 0.1715 0.482 0.526 -0.623
H 0.1758 2.1417 1.3282 -1.167 0.486 0.106
H 0.8428 0.7825 2.5236 0.332 1.548 -1.314
H 1.8903 1.8159 1.2409 0.978 -0.224 0.143
H -2.2334 0.7167 -0.1257 0.038 -0.096 -1.206
H -2.1440 -0.8991 -1.2094 -1.454 -0.136 -1.488
H -2.3974 -0.7913 0.5981 -0.544 -0.574 -0.479
```
Forces are in eV/Å.

Results
Highest occupied orbital energy (spin up / spin down), eV: -7.8 / -6.8
Energy relative to the best compared isomer or geometry (same formula, charge and spin), kcal/mol: 114.02
E_LUMO (spin up / spin down), eV: -0.02 / 0.30
Multiplicity: 1

***

C4H10NS | the ωB97M-V functional and the def2-TZVPD basis

XYZ file:
```
16
Properties=species:S:1:pos:R:3:forces:R:3
C -0.8912 -2.0422 1.2210 -0.272 -0.149 0.076
N -1.1566 -1.4323 -0.0561 0.277 -0.413 -0.331
C -0.6441 -0.0723 -0.2456 -0.488 -0.243 -1.184
C 0.8668 -0.0330 -0.1892 0.694 0.578 0.439
S 1.5022 1.5652 0.4319 0.031 0.254 -0.106
C -1.1227 0.3654 -1.6473 0.207 -0.732 0.454
H -1.1006 -1.3837 2.0741 0.097 0.023 0.115
H 0.1349 -2.3942 1.2805 0.202 0.161 0.109
H -1.5088 -2.9343 1.3161 -0.163 -0.079 0.074
H -2.1267 -1.5307 -0.3140 -0.092 0.251 0.052
H -1.0893 0.6134 0.4695 0.207 0.209 0.508
H 1.2830 -0.2214 -1.1806 -0.132 -0.128 -0.148
H 1.2922 -0.7877 0.4652 -0.243 -0.313 0.074
H -2.1928 0.5353 -1.6136 -0.360 0.161 -0.214
H -0.6095 1.2409 -2.0235 0.098 0.262 0.185
H -0.9193 -0.4819 -2.3123 -0.065 0.159 -0.104
```
Forces are in eV/Å.

Results
Highest occupied orbital energy, eV: -2.2
Total charge: -1
Energy relative to the best compared isomer or geometry (same formula, charge and spin), kcal/mol: 3.78
E_LUMO, eV: 3.86
Multiplicity: 1

***

C4H10NS | the ωB97M-V functional and the def2-TZVPD basis

XYZ file:
```
16
Properties=species:S:1:pos:R:3:forces:R:3
C 0.3479 2.0582 -0.2389 0.324 -4.668 -0.942
C -0.8739 -0.6193 -0.5649 4.344 0.272 -1.858
C 1.4134 2.9931 -0.5886 -1.930 0.450 4.674
C -0.5002 -2.3890 1.1581 3.224 -0.049 -0.909
N -0.7212 -2.0733 -0.2853 4.504 3.074 1.292
S 0.5575 0.3795 -0.6035 -0.256 0.583 0.283
H -0.6591 2.2679 -0.1481 -1.894 1.071 0.622
H -1.6198 -0.1066 -0.1453 -3.481 1.036 1.594
H 0.9774 3.6135 -1.2713 -0.147 1.837 -2.445
H 2.2349 2.4200 -0.7393 2.929 -0.878 -1.243
H 1.5514 3.6056 0.3660 0.147 -0.511 -1.200
H -1.0923 -1.7122 1.6097 -2.640 1.422 2.172
H -0.6922 -3.4196 1.2178 -0.352 -1.250 0.997
H 0.5258 -2.0906 1.5585 -1.025 -0.700 -1.217
H -1.5465 -2.4699 -0.5382 -2.861 -1.816 -1.429
H 0.0969 -2.4574 -0.7866 -0.885 0.127 -0.391
```
Forces are in eV/Å.

Results
Highest occupied orbital energy (spin up / spin down), eV: -11.9 / -12.1
Total charge: +1
Energy relative to the best compared isomer or geometry (same formula, charge and spin), kcal/mol: 101.73
E_LUMO (spin up / spin down), eV: -4.51 / -4.14
Multiplicity: 1

***

C4H10NS2 | the ωB97M-V functional and the def2-TZVPD basis

XYZ file:
```
17
Properties=species:S:1:pos:R:3:forces:R:3
C 2.0750 0.1107 0.5591 -0.415 1.286 0.102
C 1.8424 1.1709 -0.6154 0.056 0.086 1.722
C -0.6625 0.7015 -0.2167 -2.146 0.414 1.725
C -3.0106 -0.8171 -0.1576 -2.391 1.590 0.993
N 0.9891 -0.8851 0.5629 0.762 3.724 -2.015
S 0.3786 1.9830 0.0654 -0.480 -0.137 -1.358
S -2.1367 0.6184 0.6229 -0.302 0.074 0.299
H 3.0474 -0.3032 0.3884 0.680 -0.415 0.329
H 1.9537 0.6098 1.5838 0.803 -0.560 -1.502
H 2.5448 2.0178 -0.8719 -0.248 -1.461 0.630
H 1.6410 0.5252 -1.4519 -0.292 0.395 -0.834
H -0.8084 0.0199 -1.0072 1.303 -0.452 -1.382
H -3.5953 -0.4654 -1.0650 1.374 -0.681 0.669
H -3.9069 -0.9967 0.5928 2.218 -0.164 -1.210
H -2.2554 -1.5966 -0.2283 -0.649 -0.322 -0.265
H 0.8955 -1.4795 -0.2154 0.379 -1.222 -0.511
H 1.0084 -1.2136 1.4539 -0.651 -2.155 2.609
```
Forces are in eV/Å.

Results
Highest occupied orbital energy, eV: -13.4
Total charge: +1
Energy relative to the best compared isomer or geometry (same formula, charge and spin), kcal/mol: 33.62
E_LUMO, eV: -4.72
Multiplicity: 1

***

C4H10O | the ωB97M-V functional and the def2-TZVPD basis

XYZ file:
```
15
Properties=species:S:1:pos:R:3:forces:R:3
C 1.9419 -0.1808 -0.5872 0.535 0.234 -0.208
O 1.2020 -0.0812 0.5038 0.344 -0.528 0.396
C 0.1886 0.6947 0.6640 -0.468 0.724 0.096
C -0.9532 -0.7827 -1.4034 -0.024 -0.153 -0.211
C -0.6886 0.5261 1.8479 0.039 -0.014 0.042
H 0.1424 -0.7312 -1.2569 -0.625 -0.045 -0.132
H 2.7713 -0.8628 -0.5066 -0.009 0.089 0.087
H 1.9197 0.6479 -1.2879 0.022 -0.118 0.055
H 0.0050 1.4456 -0.0999 0.054 -0.057 0.123
H -1.4609 -1.2249 -0.5406 0.136 0.043 -0.163
H -1.0876 -1.4243 -2.2731 -0.219 -0.012 -0.026
H -1.3865 0.2008 -1.6073 0.079 -0.182 -0.022
H -1.7360 0.3788 1.5443 0.183 0.022 0.021
H -0.6624 1.4104 2.4965 -0.038 -0.128 0.000
H -0.3791 -0.3467 2.4290 -0.009 0.126 -0.058
```
Forces are in eV/Å.

Results
Highest occupied orbital energy (spin up / spin down), eV: -7.3 / -7.0
Energy relative to the best compared isomer or geometry (same formula, charge and spin), kcal/mol: 91.97
E_LUMO (spin up / spin down), eV: 1.03 / 0.92
Multiplicity: 1